A 2-piece molecular cluster, C3H4O2 overall in a non-equilibrium geometry, computed with ωB97M-V/def2-TZVPD.

The geometry in XYZ format:
```
9
Properties=species:S:1:pos:R:3:nbo_charge:R:1
C -1.99 -0.25 -0.01 0.3297
C 1.35 0.40 0.42 -0.1679
C 0.46 -0.52 -0.32 0.1283
O -2.81 -1.10 0.06 -0.4562
O 0.84 0.67 -0.90 -0.4664
H -2.10 0.76 -0.21 0.1209
H 1.06 1.24 1.10 0.1828
H 2.36 0.20 0.46 0.1734
H 0.82 -1.42 -0.60 0.1554
```

Summary:
* HOMO (spin up / spin down): -6.7 / -11.0 eV
* gap between HOMO and LUMO (spin up / spin down): 7.617 / 9.954 eV
* energy relative to the best compared isomer or geometry (same formula, charge and spin): 58.0 kcal per mole
* multiplicity: 3
* <S²>: 2.006
* electronic energy: -266.937238 Eh